*w*
The following is a DFT calculation (the ωB97M-V functional and the def2-TZVPD basis) of a gas-phase ion, C2H7N2 (charge +1).

```
11
C2H7N2 | the Open Molecules 2025 dataset | the ωB97M-V functional and the def2-TZVPD basis
N 0.120 -0.430 -0.502
N 0.011 1.805 0.034
C -0.103 0.473 0.561
C -0.016 -1.813 -0.247
H 0.507 2.540 0.627
H 0.149 1.751 -0.932
H 0.020 -2.330 -1.248
H 0.625 0.318 1.440
H -1.199 0.390 0.903
H -1.026 -2.034 0.212
H 0.719 -2.220 0.387
```

HOMO energy   -14.962 eV
Total charge   +1
Lowest unoccupied orbital energy   -0.321 hartree

*x*
The following is a DFT calculation (the ωB97M-V functional and the def2-TZVPD basis) of 2 unconnected molecules or ions with the total composition C2H7N2.

```
11
C2H7N2 | the Open Molecules 2025 dataset | the ωB97M-V functional and the def2-TZVPD basis
N 2.350 0.697 -1.539
N -2.879 -1.302 1.490
C 1.410 1.016 -0.491
C 0.224 0.514 -0.102
H 0.075 -0.622 -0.131
H -1.931 -0.974 1.717
H 3.271 1.166 -1.589
H -3.557 -1.340 2.259
H 2.245 -0.149 -2.144
H 1.824 1.935 -0.045
H -3.032 -0.940 0.574
```

HOMO energy   -12.670 eV
Total charge   +1
Lowest unoccupied orbital energy   -0.329 hartree

Which of them is least stable? Easy: *x*.